No. 1
A molecular structure, C16H18AlBF4N4O10P2S, computed with ωB97M-V/def2-TZVPD.

Geometry (Å):
Al (-0.570672, -0.078970, 0.145003)
N (-2.676187, -3.100518, 3.329536)
C (-2.592412, -1.889796, 2.416877)
C (-3.994495, -1.353721, 2.192366)
P (-1.860780, -2.678276, 0.896438)
O (-0.439400, -3.196605, 1.471413)
O (-2.745552, -3.836565, 0.668361)
O (-1.580668, -1.611321, -0.137985)
P (-1.478628, -0.579985, 3.086477)
O (-0.644489, -1.457568, 4.191182)
O (-2.151125, 0.542139, 3.740567)
O (-0.482215, -0.306565, 1.954861)
H (-2.923493, -3.881542, 2.683342)
H (-3.375105, -2.980897, 4.058398)
H (-1.761572, -3.273384, 3.753526)
H (-4.610991, -2.082954, 1.663980)
H (-3.962509, -0.441022, 1.599150)
H (-4.452853, -1.090236, 3.149034)
H (0.283812, -2.670738, 1.076909)
H (-0.612401, -0.920512, 4.999848)
O (-0.526914, 0.343727, -1.697516)
C (0.298942, 0.093338, -2.578552)
C (1.502243, -0.652399, -2.383349)
C (2.393770, -0.812659, -3.447799)
C (3.532077, -1.555942, -3.277606)
C (3.801106, -2.181854, -2.048413)
C (2.938732, -2.040934, -0.998793)
C (1.763371, -1.257752, -1.114504)
O (0.976755, -1.120319, -0.106673)
N (4.471237, -1.698784, -4.380073)
O (5.501956, -2.312603, -4.168122)
O (4.184599, -1.179082, -5.443670)
H (0.102794, 0.464836, -3.592342)
H (2.190318, -0.353502, -4.406614)
H (4.699431, -2.777084, -1.968589)
H (3.140725, -2.520935, -0.050242)
F (-4.331113, 1.421662, 0.490056)
B (-3.484174, 1.136281, -0.540909)
F (-2.052610, 0.955597, 0.231020)
F (-3.704833, -0.064348, -1.143092)
F (-3.269238, 2.174229, -1.402201)
N (2.159738, 0.562742, 1.982014)
C (1.827693, 1.547654, 1.128743)
N (0.737563, 1.611163, 0.396200)
C (0.700172, 2.816421, -0.322689)
C (-0.326574, 3.265624, -1.145601)
C (-0.205151, 4.493622, -1.772556)
C (0.926594, 5.286705, -1.607976)
C (1.960161, 4.857866, -0.793447)
C (1.827908, 3.631760, -0.164433)
S (2.943335, 2.883001, 0.946472)
H (1.410185, -0.055993, 2.259225)
H (2.923090, 0.720958, 2.612664)
H (-1.210115, 2.666743, -1.284795)
H (-1.020725, 4.838629, -2.394324)
H (1.002873, 6.240641, -2.112024)
H (2.845813, 5.460028, -0.638771)

Atomic forces in eV per Å
0.3 0.3 -0.3
0.1 0.0 -0.3
0.3 0.1 -0.2
-0.1 0.0 -0.1
0.2 -0.2 0.0
-0.1 0.2 -0.3
-0.1 -0.1 0.0
-0.2 -0.1 0.2
0.3 -0.2 0.3
0.0 0.3 0.0
-0.2 0.0 0.1
-0.1 -0.1 0.3
-0.1 0.1 0.2
-0.1 0.0 0.0
0.0 0.0 0.0
0.0 0.0 0.0
0.0 0.0 0.0
0.0 0.0 0.0
-0.1 -0.1 0.2
0.0 -0.2 -0.1
-0.3 0.0 -0.4
0.3 -0.1 -0.1
-0.1 -0.1 0.4
0.1 0.0 -0.2
-0.3 0.1 0.2
0.1 0.0 -0.2
0.0 0.0 0.1
0.1 0.1 -0.2
0.0 -0.2 0.4
0.3 0.1 -0.2
-0.2 0.0 0.0
0.0 -0.1 0.1
-0.1 0.1 0.1
0.0 0.0 0.0
0.0 0.0 0.1
0.0 0.0 0.0
0.1 0.0 0.0
-0.1 0.0 -0.1
-0.1 0.1 0.0
0.0 0.1 0.1
0.1 -0.1 0.1
-0.2 0.0 -0.2
0.1 0.3 0.0
0.0 -0.4 0.2
0.2 0.3 -0.2
-0.1 -0.2 0.0
0.0 0.0 0.0
0.1 0.0 0.0
0.0 0.0 0.0
-0.1 -0.2 0.1
-0.2 -0.1 0.0
0.0 -0.1 0.0
0.0 0.0 0.0
-0.1 0.1 0.0
0.0 0.0 0.0
0.0 0.0 0.0
0.0 0.0 0.0

Values from the calculation:
Charge = 0
Total energy = -90893.4642 eV
Energy above the lowest of the compared OMol25 structures with the same formula, charge and spin = 1.7 kcal per mole
Maximum force = 0.55 eV Å⁻¹

---

No. 2
A molecular structure, C16H18AuN6 at a distorted geometry, computed with ωB97M-V/def2-TZVPD.

Geometry (Å):
Au (-1.363808, -1.199341, 1.202880)
C (-1.470984, 2.437152, 1.500947)
N (-2.532961, 1.652808, 0.883091)
C (-2.709892, 1.744516, -0.540897)
C (-1.799631, 0.747531, -1.253523)
N (-1.218260, -0.364063, -0.721705)
C (-0.475660, -0.972892, -1.761435)
C (0.279536, -2.166926, -1.792522)
C (0.823060, -2.552821, -3.019232)
C (0.739527, -1.736501, -4.153732)
C (0.053847, -0.506295, -4.112522)
C (-0.534581, -0.138485, -2.916572)
N (-1.408599, 0.934143, -2.538491)
C (-0.191912, 1.636664, 1.560607)
N (0.008112, 0.314368, 1.431842)
C (1.379725, 0.058085, 1.603557)
C (2.130726, -1.103468, 1.612798)
C (3.556185, -0.989795, 1.719490)
C (4.190265, 0.270021, 1.817953)
C (3.414600, 1.449308, 1.833773)
C (2.033764, 1.305176, 1.734240)
N (0.984136, 2.264660, 1.711430)
H (-1.264829, 3.387683, 0.974469)
H (-1.803874, 2.721996, 2.529544)
H (-3.409900, 1.770454, 1.362767)
H (-3.745406, 1.509509, -0.814687)
H (-2.564427, 2.754535, -0.985887)
H (0.336904, -2.726478, -0.860688)
H (1.337431, -3.489507, -3.076746)
H (1.238672, -2.015015, -5.067200)
H (-0.005951, 0.122349, -5.006986)
H (-1.582037, 1.763309, -3.127803)
H (1.656684, -2.083048, 1.550857)
H (4.085043, -1.925922, 1.767090)
H (5.256300, 0.381510, 1.815692)
H (3.830319, 2.434977, 1.942249)
H (1.175565, 3.261493, 1.699025)
N (-2.467943, -2.548109, 2.226397)
H (-3.440736, -2.277099, 2.406058)
H (-2.022836, -2.680296, 3.124325)
H (-2.496174, -3.446186, 1.739546)

Atomic forces in eV per Å
-1.3 -0.8 0.9
-0.4 -0.5 0.2
-0.4 0.5 0.3
0.3 -0.5 -0.7
1.6 -1.4 0.4
-1.2 1.6 -3.8
0.1 1.2 -0.6
-0.9 0.8 -0.1
-0.2 0.5 0.7
-0.6 1.1 0.5
0.5 -0.4 -0.6
-1.2 -0.1 1.4
0.9 -0.3 -1.1
1.0 -1.4 -0.4
1.3 2.4 1.7
0.0 1.8 -0.3
1.5 -0.2 0.1
-1.9 0.5 0.1
-1.5 0.3 -0.3
-0.3 -0.9 0.0
-0.8 0.0 0.0
2.0 0.0 0.2
-0.1 -0.3 0.0
0.4 -0.3 -0.7
0.0 0.1 0.1
0.1 -0.2 0.3
0.3 -0.3 0.3
0.2 -0.2 -0.4
0.3 -0.3 -0.1
-0.1 -0.2 -0.1
0.0 -0.2 0.4
0.0 -0.9 0.7
0.1 0.2 0.0
0.4 0.1 -0.1
0.3 -0.2 0.2
0.4 0.1 0.0
-0.4 -0.3 0.1
-1.0 -1.3 0.5
0.5 0.0 -0.2
-0.1 -0.3 0.2
-0.1 0.2 0.3

Values from the calculation:
Charge = +1
Total energy = -29512.2843 eV
Maximum force = 4.34 eV Å⁻¹

---

No. 3
7 unconnected molecules or ions with the total composition C16H18BCl18N2O3PS at a distorted geometry, computed with ωB97M-V/def2-TZVPD.

Geometry (Å):
O (6.863830, 1.446399, 1.170499)
B (5.891013, 0.703559, 1.762483)
O (5.917866, -0.651435, 1.644873)
O (4.844651, 1.439711, 2.460373)
N (3.593323, 0.958434, 2.253321)
C (3.052397, 0.785905, 1.054153)
C (1.772485, 0.321111, 0.882414)
C (0.998875, 0.039128, 2.011541)
C (-0.388075, -0.469186, 1.813270)
C (-0.884217, -0.820109, 0.545645)
C (-2.155833, -1.293115, 0.414216)
N (-2.977669, -1.462487, 1.456273)
P (-4.670277, -2.064663, 1.246589)
S (-4.759596, -3.862139, 0.592010)
C (-2.514456, -1.149029, 2.673695)
C (-1.257241, -0.659191, 2.895613)
C (1.583209, 0.250919, 3.269473)
C (2.867689, 0.698486, 3.347614)
H (6.509347, 1.705988, 0.294012)
H (5.616783, -1.119777, 2.436801)
H (3.619356, 1.024228, 0.153615)
H (1.402817, 0.193672, -0.122815)
H (-0.269163, -0.722222, -0.343031)
H (-2.513129, -1.529718, -0.589391)
H (-5.328261, -2.003230, 2.500252)
H (-5.306148, -1.189394, 0.319471)
H (-3.179384, -1.282083, 3.526602)
H (-0.918644, -0.418053, 3.897172)
H (1.005847, 0.072584, 4.171910)
H (3.288720, 0.863701, 4.337430)
C (2.076238, -3.363522, -1.478668)
Cl (1.723826, -2.651105, -3.047335)
Cl (2.470206, -2.088621, -0.298622)
Cl (0.716886, -4.322708, -0.901644)
H (2.939191, -4.011477, -1.578374)
C (6.055110, 4.350478, -1.381779)
Cl (5.435260, 2.672503, -1.415590)
Cl (6.725265, 4.726780, 0.200479)
Cl (7.250053, 4.582081, -2.643833)
H (5.222319, 5.017659, -1.569422)
C (-0.135841, -4.346281, 5.014839)
Cl (-0.876165, -3.248062, 3.821668)
Cl (0.524013, -5.764701, 4.218682)
Cl (1.109925, -3.494884, 5.926784)
H (-0.908580, -4.665316, 5.704132)
C (3.722403, 5.752941, -4.634246)
Cl (2.422553, 6.551395, -5.507575)
Cl (4.322785, 6.778861, -3.327589)
Cl (3.182270, 4.191102, -3.994434)
H (4.537348, 5.571298, -5.324377)
C (-7.545918, 0.260220, -2.001295)
Cl (-6.290950, 0.516047, -0.757143)
Cl (-8.133919, -1.396655, -1.938054)
Cl (-8.860281, 1.402794, -1.787351)
H (-7.096247, 0.431728, -2.976631)
C (-8.435627, -0.750710, -6.160911)
Cl (-8.668524, 0.262510, -7.579074)
Cl (-7.035310, -0.189300, -5.221351)
Cl (-9.885532, -0.771849, -5.160343)
H (-8.233298, -1.761799, -6.491703)

Atomic forces in eV per Å
-1.2 -0.4 -0.1
1.6 0.0 -0.7
-0.6 0.4 1.0
-0.2 -0.2 -0.7
-0.5 -0.4 1.1
0.5 0.3 -1.8
-0.4 0.3 1.0
-0.1 0.0 -0.5
-0.5 -0.3 0.2
0.9 0.4 0.5
-0.3 -0.3 -1.5
0.3 0.9 0.8
-1.7 -2.3 -1.3
0.4 0.3 0.1
-0.8 0.2 1.1
1.0 0.7 -0.6
-1.1 -0.3 -0.8
0.0 0.1 1.4
0.7 0.6 0.2
-0.1 -0.3 -0.3
0.3 0.1 0.5
0.1 0.3 0.1
-0.3 -0.1 0.1
-0.2 -0.1 0.4
0.8 0.9 0.0
0.7 0.4 0.8
0.0 -0.1 -0.3
-0.4 -0.1 -0.1
0.4 0.0 0.0
0.4 0.1 -0.5
-0.2 -0.2 -0.3
0.0 0.0 0.1
0.2 -0.5 -0.1
0.1 0.1 0.1
0.0 0.1 0.1
0.4 0.4 0.1
-0.2 -0.2 -0.2
-0.1 0.0 0.0
-0.1 -0.1 0.1
-0.1 -0.2 0.0
0.3 -0.4 0.1
0.2 -0.5 0.3
-0.1 0.1 0.0
-0.1 0.1 0.0
0.0 0.1 0.0
-0.1 0.1 -0.1
0.1 -0.1 0.0
0.0 0.1 0.0
0.1 0.0 0.0
0.0 0.0 0.1
-0.4 0.0 -0.2
0.0 0.3 -0.1
0.2 0.0 0.0
0.1 0.0 0.0
0.0 0.0 0.4
-0.3 0.1 -0.1
0.1 -0.1 0.1
0.2 -0.1 -0.3
0.1 0.0 0.0
0.1 0.0 0.1

Values from the calculation:
Charge = +2
Total energy = -272196.3459 eV
Maximum force = 3.14 eV Å⁻¹

---

No. 4
C16H18ClN3O3S2 in the gas phase at a distorted geometry, computed with ωB97M-V/def2-TZVPD.

Geometry (Å):
C (-0.769358, -3.504063, 2.478662)
C (0.325685, -3.555385, 1.420379)
C (-0.260363, -3.429456, 0.015784)
H (-0.831135, -2.502374, -0.058690)
H (-0.948460, -4.257564, -0.167335)
C (0.807352, -3.446983, -1.079792)
N (1.753459, -2.357387, -0.979818)
C (1.631247, -1.236662, -1.700521)
O (0.803810, -1.022676, -2.560019)
N (2.647676, -0.294456, -1.434215)
H (2.718552, 0.420203, -2.143297)
S (3.180235, 0.232626, 0.065079)
O (2.886226, -0.799222, 1.016563)
O (4.529953, 0.666848, -0.084602)
C (2.144871, 1.664047, 0.306983)
C (2.672016, 2.927883, 0.111162)
N (1.938275, 4.024418, 0.141141)
C (0.637228, 3.889787, 0.355414)
C (0.006662, 2.677404, 0.568863)
C (0.781844, 1.516057, 0.552578)
S (0.153625, -0.082210, 0.863704)
C (-1.578888, 0.167798, 0.447898)
C (-2.524125, 0.353202, 1.444808)
C (-3.855785, 0.512267, 1.105522)
C (-4.225945, 0.478397, -0.231406)
C (-3.282598, 0.277131, -1.229550)
C (-1.952351, 0.115565, -0.887778)
H (-1.209686, -0.063356, -1.651961)
H (-3.586893, 0.240477, -2.263273)
Cl (-5.885164, 0.681596, -0.656807)
H (-4.601740, 0.660183, 1.870145)
H (-2.217877, 0.374310, 2.479359)
H (-1.056244, 2.628308, 0.743746)
H (0.070445, 4.810705, 0.361023)
H (3.730015, 3.038013, -0.079144)
H (2.370114, -2.325837, -0.179651)
H (0.331679, -3.362719, -2.059562)
H (1.371224, -4.382976, -1.034051)
H (0.868786, -4.499585, 1.502790)
H (1.031440, -2.742698, 1.600511)
H (-1.480930, -4.314863, 2.336051)
H (-1.308494, -2.561067, 2.416578)
H (-0.342503, -3.591432, 3.474438)

Atomic forces in eV per Å
0.3 0.0 -0.1
-0.3 0.0 -0.1
0.4 -0.1 0.0
-0.1 0.0 -0.1
-0.1 0.0 0.0
-0.4 0.0 -0.1
0.1 -0.4 0.2
-0.1 -0.4 0.3
-0.1 0.1 -0.4
0.6 0.5 0.7
-0.1 0.1 -0.1
0.1 0.1 -0.6
-0.1 0.1 0.1
-0.1 0.3 -0.2
0.2 -0.5 0.0
0.3 -0.1 0.0
0.2 0.4 -0.1
-0.2 -0.1 0.0
0.3 -0.2 0.0
-0.2 0.3 0.1
-1.0 -0.1 0.1
0.6 -0.1 0.1
0.1 0.0 -0.1
-0.1 0.0 -0.1
0.3 0.0 0.1
-0.1 0.0 0.0
-0.1 0.0 0.0
0.1 0.0 -0.1
-0.1 0.0 -0.1
-0.2 0.0 -0.1
-0.1 0.0 0.0
0.0 0.0 0.1
-0.1 0.0 0.0
-0.1 0.0 0.0
0.1 0.0 0.0
0.0 -0.1 -0.2
0.1 -0.1 0.1
-0.1 0.0 -0.1
0.1 0.0 0.0
0.1 0.0 0.0
-0.1 -0.1 0.0
-0.1 0.1 0.0
0.0 0.0 0.1

Values from the calculation:
SMILES string = CCCCNC(=O)NS(=O)(=O)c1cnccc1Sc1ccc(Cl)cc1
Charge = 0
Total energy = -61690.5261 eV
Energy above the lowest of the compared OMol25 structures with the same formula, charge and spin = 21.4 kcal per mole
Maximum force = 1.04 eV Å⁻¹

---

The orbital gap results, record by record, are as follows: 7.91 8.40 5.99 9.28 eV.